DFT (ωB97M-V/def2-TZVPD) results for a molecular structure, C20H32F3IrN5O8S3.

Properties
highest occupied orbital energy (spin up / spin down)	-14.86 / -14.85	eV
charge	+2
electronic energy	-88568.0188	eV
ΔE to the lowest compared entry with this formula, charge and spin	4.6	kcal/mol
HOMO-LUMO gap (spin up / spin down)	8.8560 / 5.6509	eV
multiplicity	2
expectation value of S²	0.758

Last column: Löwdin charge in e.
CARTESIAN COORDINATES (ANGSTROEM)
1 Ir 0.4340 0.4164 -0.4913  1.30
2 F 2.0085 -4.4168 0.2944  0.15
3 C 1.4726 -4.5139 -0.9343  -0.61
4 F 1.1371 -5.7776 -1.1510  0.19
5 F 2.4137 -4.1588 -1.8162  0.16
6 C 0.2731 -3.5969 -1.0422  -0.07
7 C -1.0082 -4.0707 -1.3058  0.07
8 C -2.0619 -3.1754 -1.3856  0.02
9 C -1.8280 -1.8215 -1.1842  -0.06
10 N -0.6068 -1.3746 -0.9129  -0.08
11 C 0.4286 -2.2374 -0.8605  -0.54
12 S 1.8930 -1.2953 -0.5555  0.91
13 H -1.1688 -5.1306 -1.4519  0.15
14 H -3.0639 -3.5184 -1.5995  0.13
15 H -2.6171 -1.0851 -1.2515  0.11
16 C -0.3131 2.3186 3.9265  -0.11
17 C 0.1170 0.8652 4.0076  -0.36
18 S 1.0839 0.3391 2.5883  1.03
19 O -0.0210 0.2204 1.4752  -0.66
20 C 1.3859 -1.3727 3.0608  -0.38
21 C 2.5460 -1.4729 4.0449  -0.10
22 H -0.8361 2.5735 4.8473  0.09
23 H -0.9877 2.4870 3.0903  0.07
24 H 0.5410 2.9865 3.8267  0.09
25 H -0.7257 0.1738 4.0691  0.11
26 H 0.7816 0.6833 4.8550  0.10
27 H 1.6232 -1.8806 2.1246  0.05
28 H 0.4515 -1.7793 3.4500  0.11
29 H 3.4717 -1.0984 3.6098  0.09
30 H 2.6938 -2.5185 4.3094  0.10
31 H 2.3523 -0.9304 4.9689  0.08
32 O 0.7232 3.0553 1.0553  -0.05
33 N 1.7919 2.8453 0.5739  -0.14
34 O 1.9148 1.7415 -0.1505  -0.35
35 C 1.4530 0.9581 -4.7796  -0.04
36 C 1.6877 0.4116 -3.3962  -0.23
37 O 0.5534 0.7563 -2.5333  -0.28
38 H 2.3005 0.6938 -5.4120  0.10
39 H 1.3759 2.0455 -4.7640  0.09
40 H 0.5524 0.5427 -5.2337  0.08
41 H 2.5546 0.8572 -2.9128  0.13
42 H 1.7910 -0.6758 -3.3975  0.11
43 H -0.3156 0.6266 -2.9898  0.06
44 C -4.4043 -0.6830 -4.6573  -0.09
45 C -4.4005 0.8306 -4.4949  -0.27
46 S -2.7430 1.4569 -4.4946  0.70
47 O -2.1611 1.3565 -5.7989  -0.27
48 O -2.0094 0.8192 -3.3915  -0.34
49 C -2.8946 3.2119 -4.1546  -0.18
50 C -3.2774 3.7078 -2.7515  -0.08
51 N -2.7366 2.8791 -1.6630  0.07
52 C -1.4166 2.6876 -1.4664  -0.30
53 N -1.2292 1.6741 -0.6176  -0.04
54 C -2.4545 1.2336 -0.2128  -0.03
55 C -3.3904 1.9541 -0.8710  -0.12
56 N -4.8123 1.7351 -0.7807  -0.32
57 O -5.1662 0.9451 0.0616  0.14
58 O -5.5352 2.2998 -1.5818  0.09
59 C -0.3650 3.5291 -2.0886  0.04
60 H -5.4350 -1.0283 -4.7064  0.10
61 H -3.9185 -1.1697 -3.8124  0.06
62 H -3.9008 -0.9808 -5.5756  0.09
63 H -4.8750 1.1615 -3.5683  0.09
64 H -4.8856 1.3298 -5.3357  0.12
65 H -3.6250 3.5760 -4.8797  0.13
66 H -1.9289 3.5931 -4.4861  0.10
67 H -4.3518 3.7404 -2.6312  0.12
68 H -2.8960 4.7208 -2.6293  0.15
69 H -2.5881 0.4600 0.5237  0.13
70 H -0.5359 4.5763 -1.8317  0.12
71 H -0.3533 3.4332 -3.1723  0.08
72 H 0.6104 3.2394 -1.7204  0.07

***

DFT (ωB97M-V/def2-TZVPD) results for a single C3H4N2O molecule.

Properties
highest occupied orbital energy	-8.69	eV
charge	0
electronic energy	-8199.9082	eV
ΔE to the lowest compared entry with this formula, charge and spin	91.7	kcal/mol
HOMO-LUMO gap	8.0291	eV

Last column: Löwdin charge in e.
CARTESIAN COORDINATES (ANGSTROEM)
1 N -1.6166 0.5889 0.9326  0.15
2 C -0.3840 0.2907 0.4110  -0.64
3 N -0.4293 -0.4527 -0.7069  0.06
4 C 0.7899 -0.8486 -1.1672  -0.21
5 C 1.7024 0.0249 -0.8340  0.27
6 O 0.6639 0.7275 0.9557  0.01
7 H -2.3869 0.0423 0.5841  0.09
8 H -1.6379 0.8256 1.9085  0.10
9 H 0.8887 -1.6834 -1.8545  0.12
10 H 2.4099 0.4848 -0.2293  0.05

***

DFT (ωB97M-V/def2-TZVPD) results for 7 unconnected molecules or ions with the total composition C33H85N7O7.

Properties
highest occupied orbital energy	-8.17	eV
charge	0
SMILES string	CC1(C)CCCC(C)(C)N1O.COC[C@H](C)N.COC[C@H](C)N.COC[C@H](C)N.COC[C@H](C)N.COC[C@H](C)N.COC[C@H](C)N
electronic energy	-60354.5361	eV
ΔE to the lowest compared entry with this formula, charge and spin	91.3	kcal/mol
HOMO-LUMO gap	8.5301	eV

Last column: Löwdin charge in e.
CARTESIAN COORDINATES (ANGSTROEM)
1 C -8.7389 -1.2138 3.8811  -0.08
2 C -7.7634 -0.3947 4.7057  -0.43
3 C -8.4733 0.2541 5.9051  -0.17
4 O -7.5748 1.0893 6.6687  -0.22
5 C -8.0945 1.6571 7.8404  -0.13
6 N -6.7028 -1.3255 5.1182  0.03
7 H -9.2227 -0.4659 3.2530  0.08
8 H -9.4209 -1.8865 4.4012  0.08
9 H -8.1471 -1.9148 3.2924  0.07
10 H -7.3132 0.3593 4.0601  0.13
11 H -8.8116 -0.4643 6.6518  0.13
12 H -9.2526 0.9498 5.5940  0.13
13 H -9.0305 2.1931 7.6835  0.09
14 H -7.3949 2.3172 8.3532  0.08
15 H -8.1707 0.8606 8.5806  0.08
16 H -6.1281 -0.9204 5.8433  0.06
17 H -6.0723 -1.5107 4.3512  0.07
18 C -0.7753 5.8636 4.0734  -0.08
19 C -2.1193 5.2888 4.1144  -0.45
20 C -2.7409 4.9635 2.7014  -0.21
21 O -4.1397 4.9519 2.8044  -0.17
22 C -4.6913 4.7074 1.5062  -0.11
23 N -2.0092 4.0601 4.8353  0.01
24 H -0.3402 5.8175 3.0751  0.08
25 H 0.0378 5.4577 4.6751  0.08
26 H -0.7649 6.9069 4.3888  0.08
27 H -2.8953 5.8477 4.6374  0.13
28 H -2.3167 4.0260 2.3420  0.13
29 H -2.4070 5.7444 2.0181  0.12
30 H -4.4275 5.4072 0.7131  0.08
31 H -5.7790 4.6753 1.5696  0.09
32 H -4.3745 3.7403 1.1158  0.08
33 H -1.6065 4.0705 5.7615  0.07
34 H -2.9524 3.7195 4.9557  0.07
35 C 9.6302 -5.6019 -1.9576  -0.05
36 C 9.3669 -6.4800 -3.1987  -0.45
37 C 7.9773 -7.0560 -3.1343  -0.24
38 O 7.0279 -6.0258 -3.1870  -0.19
39 C 5.7230 -6.3781 -3.6334  -0.10
40 N 9.5738 -5.8018 -4.4535  0.04
41 H 9.5049 -6.1659 -1.0333  0.08
42 H 8.9799 -4.7280 -1.9190  0.07
43 H 10.6145 -5.1349 -1.9896  0.07
44 H 10.0386 -7.3340 -3.2862  0.13
45 H 7.8967 -7.6094 -2.1987  0.12
46 H 7.8228 -7.7493 -3.9611  0.12
47 H 5.0387 -5.5517 -3.8251  0.08
48 H 5.2631 -6.9413 -2.8214  0.09
49 H 5.6675 -6.9159 -4.5798  0.08
50 H 9.0774 -6.3636 -5.1304  0.07
51 H 9.0152 -4.9604 -4.4441  0.07
52 C -0.7269 -2.4008 0.2992  -0.07
53 C -0.1085 -1.2100 -0.4897  -0.37
54 C 1.3984 -1.0957 -0.2374  -0.23
55 O 1.5209 -0.8647 1.1503  -0.20
56 C 2.0755 0.4480 1.4689  -0.08
57 N -0.4074 -1.3636 -1.9893  0.03
58 H -0.4110 -3.3971 -0.0101  0.07
59 H -1.8110 -2.3356 0.2074  0.07
60 H -0.3795 -2.4512 1.3311  0.07
61 H -0.5120 -0.2821 -0.0846  0.13
62 H 1.8191 -0.2364 -0.7596  0.11
63 H 1.8782 -1.9873 -0.6412  0.12
64 H 2.3317 0.4364 2.5283  0.08
65 H 1.3777 1.2850 1.4483  0.08
66 H 2.9146 0.7123 0.8253  0.08
67 H -1.4043 -1.3992 -2.1473  0.05
68 H -0.1269 -2.2723 -2.3296  0.05
69 C -0.4226 -3.2297 8.2304  -0.09
70 C 0.8410 -3.9594 8.7013  -0.40
71 C 0.5362 -5.1964 9.6657  -0.15
72 O -0.0116 -4.8073 10.9588  -0.20
73 C 0.9903 -4.1513 11.7653  -0.10
74 N 1.4241 -4.4156 7.4165  0.01
75 H -1.0890 -2.9066 9.0303  0.07
76 H -0.9894 -3.9946 7.6996  0.07
77 H -0.1369 -2.4427 7.5325  0.08
78 H 1.4434 -3.1813 9.1700  0.12
79 H 1.4439 -5.7817 9.8123  0.11
80 H -0.2245 -5.8018 9.1728  0.12
81 H 0.5686 -3.9084 12.7406  0.09
82 H 1.5062 -3.3109 11.3009  0.08
83 H 1.7099 -4.9423 11.9763  0.08
84 H 1.7369 -3.6343 6.8580  0.06
85 H 0.7606 -4.9654 6.8896  0.06
86 C -7.9009 -0.1118 -5.0313  -0.06
87 C -6.8899 -0.7998 -5.9946  -0.43
88 C -6.0388 0.0848 -6.9104  -0.18
89 O -6.8235 0.5523 -8.0321  -0.18
90 C -6.0816 1.4465 -8.8058  -0.14
91 N -6.1101 -1.7391 -5.1896  0.02
92 H -7.3356 0.4310 -4.2737  0.08
93 H -8.6234 -0.8265 -4.6372  0.07
94 H -8.5131 0.5874 -5.6010  0.07
95 H -7.5203 -1.4128 -6.6387  0.13
96 H -5.1717 -0.4795 -7.2538  0.12
97 H -5.6436 0.9398 -6.3620  0.12
98 H -6.1341 2.4562 -8.3986  0.09
99 H -6.5601 1.5614 -9.7784  0.08
100 H -5.0587 1.1330 -9.0145  0.09
101 H -6.7832 -2.4042 -4.8366  0.07
102 H -5.4992 -2.3265 -5.7390  0.06
103 C 5.9388 3.0709 -6.3810  -0.04
104 C 5.3544 2.7925 -4.9837  -0.48
105 C 6.1915 3.5085 -3.9393  -0.17
106 C 5.8143 4.9635 -3.6926  -0.16
107 C 4.2339 5.0794 -3.5350  -0.10
108 C 3.3707 4.4326 -4.6926  -0.48
109 N 3.9088 3.0635 -4.8858  -0.13
110 O 3.2001 2.2766 -5.7506  -0.01
111 C 1.9355 4.4127 -4.2031  -0.04
112 C 3.4342 5.2597 -5.9887  -0.04
113 C 5.6099 1.2697 -4.6853  -0.04
114 H 6.1516 4.1133 -6.6180  0.06
115 H 5.2977 2.7232 -7.1911  0.08
116 H 6.9348 2.6662 -6.5609  0.08
117 H 5.9547 3.0286 -2.9896  0.11
118 H 7.2718 3.4277 -4.0595  0.13
119 H 6.1141 5.3843 -4.6524  0.09
120 H 6.2857 5.5248 -2.8859  0.11
121 H 4.0080 6.1281 -3.3416  0.11
122 H 3.9780 4.6141 -2.5831  0.10
123 H 1.3175 3.7801 -4.8402  0.08
124 H 1.8669 4.0853 -3.1657  0.08
125 H 1.4471 5.3872 -4.2090  0.09
126 H 4.3865 5.5479 -6.4340  0.07
127 H 2.8709 4.7278 -6.7554  0.08
128 H 3.0124 6.2639 -5.9457  0.08
129 H 5.0777 0.6441 -5.4019  0.08
130 H 5.3422 0.8638 -3.7098  0.07
131 H 6.6511 0.9893 -4.5264  0.08
132 H 2.6064 1.8887 -5.1036  0.11

***

DFT (ωB97M-V/def2-TZVPD) results for a molecular structure, C33H32NNiO10S.

Properties
highest occupied orbital energy (spin up / spin down)	-5.51 / -5.49	eV
charge	-1
electronic energy	-108588.6649	eV
ΔE to the lowest compared entry with this formula, charge and spin	3.9	kcal/mol
HOMO-LUMO gap (spin up / spin down)	7.8548 / 7.8406	eV
multiplicity	3
expectation value of S²	2.004

Last column: Löwdin charge in e.
CARTESIAN COORDINATES (ANGSTROEM)
1 Ni -0.7676 0.2418 0.3356  0.69
2 O -1.9459 -1.5117 0.1621  -0.01
3 C -3.3550 -1.1833 0.1284  -0.28
4 C -3.5808 0.3657 0.2043  -0.59
5 O -4.7402 0.7530 0.1426  0.06
6 O -2.5455 1.0841 0.3641  -0.05
7 C -4.0204 -1.6895 -1.1418  -0.14
8 C -3.3126 -1.8976 -2.3197  -0.01
9 C -3.9719 -2.2851 -3.4812  -0.08
10 C -5.3443 -2.4606 -3.4812  -0.10
11 C -6.0599 -2.2382 -2.3113  -0.08
12 C -5.4049 -1.8527 -1.1552  -0.03
13 C -3.8943 -1.8358 1.3983  -0.14
14 C -4.0447 -1.1006 2.5671  0.00
15 C -4.4628 -1.7218 3.7363  -0.08
16 C -4.7295 -3.0820 3.7501  -0.11
17 C -4.5644 -3.8249 2.5889  -0.09
18 C -4.1469 -3.2034 1.4229  -0.03
19 H -1.6129 -1.6289 -0.7419  0.08
20 H -2.2449 -1.7225 -2.3937  0.10
21 H -3.3980 -2.4282 -4.3875  0.10
22 H -5.8579 -2.7541 -4.3884  0.09
23 H -7.1366 -2.3554 -2.3010  0.10
24 H -5.9665 -1.6593 -0.2521  0.12
25 H -3.8291 -0.0401 2.5685  0.12
26 H -4.5831 -1.1356 4.6391  0.10
27 H -5.0662 -3.5625 4.6607  0.09
28 H -4.7595 -4.8902 2.5911  0.10
29 H -4.0119 -3.7834 0.5181  0.12
30 C 5.9520 -0.7495 0.4075  -0.08
31 O 5.5449 -0.8302 1.7601  -0.08
32 C 4.2111 -0.7187 2.0131  -0.28
33 C 3.8668 -0.6041 3.3749  -0.02
34 C 2.5497 -0.4528 3.6976  -0.03
35 C 1.5177 -0.3948 2.7329  -0.10
36 C 0.1678 -0.0980 3.1397  -0.34
37 C -0.2586 -0.1349 4.5905  0.01
38 O -0.7433 0.2176 2.3584  0.01
39 C 1.8749 -0.5221 1.3539  -0.33
40 O 1.0453 -0.5044 0.3709  -0.10
41 C 3.2490 -0.7130 1.0383  0.05
42 H 7.0389 -0.7089 0.4213  0.09
43 H 5.5536 0.1497 -0.0704  0.09
44 H 5.6284 -1.6278 -0.1589  0.10
45 H 4.6465 -0.6159 4.1228  0.11
46 H 2.2966 -0.3359 4.7414  0.10
47 H 0.4456 -0.6020 5.2702  0.06
48 H -1.2051 -0.6742 4.6267  0.08
49 H -0.4514 0.8884 4.9165  0.10
50 H 3.4879 -0.8212 -0.0084  0.10
51 C 6.0389 1.5773 -3.6687  -0.05
52 C 4.9567 1.9755 -2.7048  -0.28
53 C 3.8578 1.1441 -2.4989  -0.03
54 C 2.8439 1.4958 -1.6243  -0.04
55 C 2.9205 2.7110 -0.9524  -0.26
56 C 3.9956 3.5593 -1.1520  -0.05
57 C 5.0134 3.1822 -2.0165  -0.04
58 S 1.6490 3.1952 0.1908  0.64
59 O 1.8775 2.4938 1.4191  -0.25
60 O 1.5710 4.6284 0.1626  -0.29
61 N 0.2510 2.6120 -0.4392  -0.12
62 C -0.1837 3.1634 -1.7386  -0.20
63 C -1.2704 2.2813 -2.3451  -0.09
64 C -0.7905 0.8639 -2.6753  -0.63
65 O -0.5553 0.5507 -3.8354  0.02
66 O -0.6676 0.0562 -1.6708  -0.12
67 H 6.3641 0.5508 -3.4917  0.08
68 H 6.9081 2.2290 -3.5832  0.07
69 H 5.6808 1.6301 -4.6988  0.08
70 H 3.7858 0.2040 -3.0339  0.12
71 H 2.0190 0.8081 -1.4690  0.11
72 H 4.0303 4.5114 -0.6394  0.11
73 H 5.8596 3.8425 -2.1659  0.11
74 H 0.3834 1.6108 -0.5803  0.03
75 H 0.6683 3.2398 -2.4251  0.12
76 H -0.5674 4.1662 -1.5600  0.12
77 H -1.5901 2.7531 -3.2735  0.12
78 H -2.1097 2.2197 -1.6511  0.11

***

Question: charge of number 2 (C3H4N2O)?
Answer: 0

***

Question: Which of these has the highest charge?
Answer: C20H32F3IrN5O8S3

***

Question: Number 4 is which compound?
Answer: C33H32NNiO10S